Computed, not measured: a molecular structure, H18O25S4Zn4 at a distorted geometry, with ωB97M-V with the def2-TZVPD basis set.

Last column: Löwdin charge in e.
Element x y z (Å)
Zn1 -2.573 0.873 -1.381  0.691
Zn2 -0.026 -2.765 -1.549  0.829
Zn3 -1.070 -1.099 2.734  0.742
Zn4 1.861 2.397 -1.666  0.857
S1 0.446 0.015 -0.025  0.408
O1 0.888 -1.186 -0.781  -0.353
O2 -0.812 0.453 -0.612  -0.301
O3 0.031 -0.345 1.329  -0.327
O4 1.407 1.098 -0.213  -0.344
S2 -2.740 -2.025 0.194  0.371
O5 -2.472 -1.547 1.597  -0.390
O6 -3.853 -2.970 0.280  -0.300
O7 -3.086 -0.917 -0.700  -0.323
O8 -1.524 -2.628 -0.362  -0.371
S3 -1.654 -1.064 -3.981  0.276
O9 -2.740 -1.798 -4.596  -0.339
O10 -0.898 -1.926 -3.014  -0.414
O11 -0.706 -0.568 -4.947  -0.350
O12 -2.231 0.047 -3.175  -0.372
S4 -1.179 3.750 -1.575  0.309
O13 -1.384 4.874 -2.465  -0.315
O14 -1.293 4.124 -0.152  -0.387
O15 -2.148 2.677 -1.874  -0.355
O16 0.191 3.185 -1.748  -0.404
O17 -1.836 0.857 3.049  -0.014
H1 -1.485 1.559 2.474  0.098
H2 -2.286 1.315 3.770  0.097
O18 -3.436 1.554 0.394  -0.024
H3 -3.181 2.466 0.623  0.073
H4 -4.139 1.309 1.006  0.089
O19 3.641 1.480 -2.038  -0.019
H5 3.949 0.649 -1.598  0.065
H6 4.351 1.738 -2.640  0.105
O20 2.697 3.641 -0.366  -0.008
H7 3.653 3.572 -0.234  0.093
H8 2.376 4.209 0.349  0.119
O21 -0.279 -3.092 2.725  0.001
H9 0.315 -3.741 2.355  0.070
H10 -0.844 -3.598 3.331  0.099
O22 0.359 -0.737 4.237  -0.010
H11 0.674 -1.349 4.916  0.097
H12 0.485 0.148 4.611  0.101
O23 1.166 -4.008 -0.370  0.010
H13 1.387 -4.758 -0.946  0.104
H14 1.518 -4.254 0.484  0.078
O24 2.957 0.802 2.043  -0.070
H15 2.483 1.057 1.232  -0.022
H16 2.378 0.157 2.463  0.003
O25 3.696 -1.202 -1.432  -0.047
H17 2.768 -1.090 -1.140  0.012
H18 4.199 -1.338 -0.618  0.062

## Properties
**Multiplicity**: 1
**Orbital gap**: 0.1631 Ha
**LUMO level**: -0.07981 Ha
**Total charge**: 0
**Molecular weight**: 807.9 g mol⁻¹
**Largest force on an atom**: 6.93 eV/A

***

Computed, not measured: 9 unconnected molecules or ions with the total composition H18O9 at a distorted geometry, with ωB97M-V with the def2-TZVPD basis set.

Last column: Löwdin charge in e.
Element x y z (Å)
O1 -0.596 -0.318 0.768  -0.117
H1 -0.510 -1.285 0.451  0.069
H2 -1.524 -0.265 0.993  0.022
O2 2.470 2.841 2.396  -0.072
H3 2.540 1.887 2.019  0.065
H4 1.583 3.017 2.588  -0.013
O3 0.643 -3.186 0.151  -0.046
H5 0.307 -2.722 -0.578  -0.072
H6 1.453 -2.694 0.288  0.043
O4 1.829 -0.501 -3.233  -0.035
H7 2.136 0.283 -2.746  0.063
H8 1.990 -0.345 -4.141  0.045
O5 0.677 0.466 1.903  -0.064
H9 1.517 0.505 2.384  0.052
H10 -0.060 0.549 2.414  0.005
O6 0.847 -2.152 -2.104  -0.067
H11 0.771 -1.240 -1.936  0.005
H12 0.013 -2.492 -2.528  0.109
O7 -4.045 2.642 0.888  -0.040
H13 -4.478 1.848 0.742  -0.020
H14 -3.190 2.263 1.239  0.060
O8 0.430 2.752 -2.730  -0.093
H15 0.672 1.833 -2.906  -0.008
H16 1.085 3.110 -2.025  0.091
O9 -2.025 -2.672 1.946  -0.078
H17 -2.135 -1.990 2.609  0.019
H18 -2.398 -2.133 1.148  0.076

## Properties
**Multiplicity**: 1
**SMILES**: O.O.O.O.O.O.O.O.O
**Orbital gap**: 0.3573 Ha
**LUMO level**: -0.01299 Ha
**Total charge**: 0
**Molecular weight**: 162.1 g mol⁻¹
**Relative energy (zero: lowest compared OMol25 entry of this formula, charge and spin)**: 164.21 kcal/mol
**Largest force on an atom**: 7.92 eV/A

***

Computed, not measured: 9 unconnected molecules or ions with the total composition H18O9 at a distorted geometry, with ωB97M-V with the def2-TZVPD basis set.

Last column: Löwdin charge in e.
Element x y z (Å)
O1 -1.069 1.107 -3.025  -0.053
H1 -1.549 0.799 -2.240  0.016
H2 -0.257 0.621 -3.179  0.015
O2 0.115 -1.937 -2.652  -0.095
H3 1.099 -1.705 -2.687  0.075
H4 -0.428 -1.549 -3.351  0.051
O3 -0.460 -0.358 2.516  -0.054
H5 0.467 -0.658 2.643  0.086
H6 -0.341 0.154 1.703  0.037
O4 -0.666 -2.279 0.632  -0.074
H7 -0.975 -1.595 1.272  0.010
H8 -1.110 -1.954 -0.164  0.023
O5 3.691 -0.087 1.695  -0.044
H9 4.059 0.787 1.606  0.032
H10 3.086 -0.406 1.042  -0.011
O6 -3.830 0.773 -0.976  -0.046
H11 -4.001 0.888 -0.039  0.042
H12 -4.319 0.075 -1.409  0.036
O7 -0.167 2.218 0.214  -0.045
H13 -0.709 2.465 -0.541  0.029
H14 0.667 1.917 -0.160  0.036
O8 0.331 2.181 3.411  -0.078
H15 0.258 1.213 3.410  -0.014
H16 1.315 2.212 3.358  0.048
O9 1.767 -1.245 -0.983  -0.114
H17 0.787 -1.551 -1.080  0.039
H18 2.237 -2.086 -1.015  0.053

## Properties
**Multiplicity**: 1
**SMILES**: O.O.O.O.O.O.O.O.O
**Orbital gap**: 0.3980 Ha
**LUMO level**: -0.00187 Ha
**Total charge**: 0
**Molecular weight**: 162.1 g mol⁻¹
**Relative energy (zero: lowest compared OMol25 entry of this formula, charge and spin)**: 74.25 kcal/mol
**Largest force on an atom**: 2.53 eV/A

***

Computed, not measured: 9 unconnected molecules or ions with the total composition H18O9, with ωB97M-V with the def2-TZVPD basis set.

Last column: Löwdin charge in e.
Element x y z (Å)
O1 -1.080 2.085 -0.947  -0.051
H1 -0.484 2.856 -0.888  0.026
H2 -1.827 2.312 -0.381  0.066
O2 -2.058 -3.751 1.603  -0.049
H3 -2.120 -3.690 0.646  0.002
H4 -1.515 -4.530 1.765  0.043
O3 -1.952 -1.922 -1.369  -0.033
H5 -2.854 -2.224 -1.201  0.078
H6 -1.479 -2.705 -1.679  0.079
O4 1.540 1.315 1.507  -0.056
H7 1.407 1.962 2.212  0.083
H8 0.828 0.662 1.626  0.047
O5 3.497 0.698 -0.417  -0.068
H9 3.901 0.107 0.224  0.027
H10 2.746 1.102 0.054  -0.014
O6 1.598 -1.774 1.972  -0.080
H11 2.208 -1.079 2.231  0.010
H12 0.974 -1.349 1.342  -0.015
O7 -0.237 -0.570 0.254  -0.074
H13 -0.995 -1.041 -0.146  0.018
H14 -0.130 0.222 -0.300  0.034
O8 -2.053 0.516 -3.103  -0.071
H15 -1.745 0.539 -2.188  -0.020
H16 -1.858 -0.375 -3.406  0.017
O9 1.049 3.621 -0.139  -0.059
H17 1.097 2.767 0.329  0.002
H18 1.542 4.247 0.399  0.057

## Properties
**Multiplicity**: 1
**SMILES**: O.O.O.O.O.O.O.O.O
**Orbital gap**: 0.3938 Ha
**LUMO level**: -0.00272 Ha
**Total charge**: 0
**Molecular weight**: 162.1 g mol⁻¹
**Relative energy (zero: lowest compared OMol25 entry of this formula, charge and spin)**: 48.09 kcal/mol
**Largest force on an atom**: 0.67 eV/A

***

Computed, not measured: 9 unconnected molecules or ions with the total composition H18O9, with ωB97M-V with the def2-TZVPD basis set.

Last column: Löwdin charge in e.
Element x y z (Å)
O1 0.183 0.233 0.314  -0.044
H1 -0.607 0.154 0.861  0.042
H2 -0.158 0.460 -0.558  0.046
O2 0.314 3.392 -0.829  -0.057
H3 0.785 3.022 -0.074  0.029
H4 -0.295 2.692 -1.091  0.015
O3 -3.246 0.521 1.872  -0.050
H5 -3.176 0.916 0.995  0.014
H6 -4.191 0.534 2.060  0.035
O4 3.309 0.579 2.530  -0.057
H7 2.383 0.335 2.422  0.026
H8 3.298 1.543 2.536  0.032
O5 3.808 -2.265 0.670  -0.052
H9 3.799 -2.184 -0.291  0.036
H10 4.587 -1.767 0.940  0.053
O6 -4.080 -2.137 -0.926  -0.059
H11 -3.281 -1.983 -1.443  0.036
H12 -4.708 -1.491 -1.269  0.006
O7 3.489 0.666 -2.447  -0.059
H13 3.950 1.512 -2.462  0.033
H14 4.175 0.022 -2.659  0.029
O8 -5.058 0.085 -0.233  -0.062
H15 -5.137 0.860 0.334  0.044
H16 -4.311 0.288 -0.807  0.045
O9 1.275 -1.961 -0.525  -0.078
H17 2.103 -2.322 -0.188  -0.016
H18 0.791 -1.705 0.269  0.014

## Properties
**Multiplicity**: 1
**SMILES**: O.O.O.O.O.O.O.O.O
**Orbital gap**: 0.3700 Ha
**LUMO level**: -0.01518 Ha
**Total charge**: 0
**Molecular weight**: 162.1 g mol⁻¹
**Relative energy (zero: lowest compared OMol25 entry of this formula, charge and spin)**: 87.29 kcal/mol
**Largest force on an atom**: 0.97 eV/A

***

Computed, not measured: 9 unconnected molecules or ions with the total composition H18O9 at a distorted geometry, with ωB97M-V with the def2-TZVPD basis set.

Last column: Löwdin charge in e.
Element x y z (Å)
O1 1.183 -0.479 0.464  -0.106
H1 0.774 -0.154 1.230  -0.042
H2 0.322 -0.726 -0.156  0.104
O2 0.532 -3.431 0.395  -0.020
H3 0.536 -2.515 0.277  -0.061
H4 0.538 -3.621 1.313  0.023
O3 3.780 -0.214 0.358  -0.006
H5 4.179 -0.531 1.149  0.024
H6 2.896 -0.223 0.379  -0.110
O4 -1.621 1.459 -0.081  0.019
H7 -1.382 1.620 -0.886  -0.067
H8 -2.043 0.478 -0.051  0.131
O5 -0.217 1.049 1.500  -0.162
H9 -0.468 1.408 0.596  -0.028
H10 -1.084 0.767 2.010  0.140
O6 1.238 3.310 2.496  -0.070
H11 1.267 2.415 2.246  -0.038
H12 0.382 3.316 3.008  0.059
O7 0.053 1.831 -2.478  -0.004
H13 -0.312 1.809 -3.359  0.051
H14 0.283 0.995 -2.135  -0.005
O8 -0.569 -1.647 -1.806  -0.048
H15 -1.315 -1.306 -2.222  -0.001
H16 0.258 -1.670 -2.399  0.135
O9 -3.097 -1.100 -0.273  -0.059
H17 -2.367 -1.779 -0.638  0.116
H18 -3.751 -1.053 -0.934  0.024

## Properties
**Multiplicity**: 1
**SMILES**: O.O.O.O.O.O.O.O.O
**Orbital gap**: 0.3565 Ha
**LUMO level**: -0.02249 Ha
**Total charge**: 0
**Molecular weight**: 162.1 g mol⁻¹
**Relative energy (zero: lowest compared OMol25 entry of this formula, charge and spin)**: 125.75 kcal/mol
**Largest force on an atom**: 8.62 eV/A

***

Computed, not measured: 9 unconnected molecules or ions with the total composition H18O9 at a distorted geometry, with ωB97M-V with the def2-TZVPD basis set.

Last column: Löwdin charge in e.
Element x y z (Å)
O1 -0.095 -0.005 1.059  -0.071
H1 0.447 0.331 0.271  0.061
H2 -0.892 0.524 0.965  0.034
O2 1.291 -3.797 -0.628  -0.076
H3 0.736 -4.240 -0.004  0.010
H4 1.984 -3.468 0.009  0.025
O3 2.498 3.943 0.910  -0.045
H5 2.672 4.258 0.057  -0.006
H6 1.955 3.145 0.701  0.047
O4 -4.554 0.080 3.977  -0.012
H7 -3.788 -0.379 3.943  -0.036
H8 -4.929 -0.256 3.151  0.048
O5 2.505 -2.419 1.794  -0.019
H9 1.678 -1.940 1.719  0.031
H10 3.009 -1.655 1.641  0.011
O6 -3.581 1.938 -1.643  -0.052
H11 -3.387 1.574 -2.515  0.035
H12 -4.522 1.784 -1.539  0.044
O7 -2.831 -1.107 -2.120  -0.089
H13 -2.258 -0.992 -2.953  0.077
H14 -3.178 -0.272 -1.790  -0.013
O8 -0.035 -0.072 -2.526  -0.027
H15 -0.357 -0.456 -1.770  -0.043
H16 0.538 0.684 -2.276  0.060
O9 4.661 1.113 -0.027  -0.076
H17 5.276 1.398 -0.681  0.006
H18 5.155 0.284 0.273  0.074

## Properties
**Multiplicity**: 1
**SMILES**: O.O.O.O.O.O.O.O.O
**Orbital gap**: 0.3955 Ha
**LUMO level**: -0.01014 Ha
**Total charge**: 0
**Molecular weight**: 162.1 g mol⁻¹
**Relative energy (zero: lowest compared OMol25 entry of this formula, charge and spin)**: 85.43 kcal/mol
**Largest force on an atom**: 4.85 eV/A

***

Computed, not measured: 9 unconnected molecules or ions with the total composition H18O9 at a distorted geometry, with ωB97M-V with the def2-TZVPD basis set.

Last column: Löwdin charge in e.
Element x y z (Å)
O1 -2.531 -3.765 0.460  -0.048
H1 -2.349 -4.685 0.472  0.018
H2 -1.633 -3.412 0.493  -0.010
O2 2.776 -0.288 -1.498  -0.057
H3 1.929 -0.585 -1.167  -0.019
H4 3.589 -0.639 -1.084  0.056
O3 -0.424 -1.531 -2.203  -0.047
H5 -0.093 -0.968 -1.480  -0.020
H6 0.154 -1.352 -2.933  0.044
O4 1.746 2.814 -2.070  -0.049
H7 1.159 2.792 -1.327  -0.037
H8 1.953 3.756 -2.131  0.036
O5 0.308 -3.089 0.153  -0.051
H9 0.180 -2.486 -0.629  0.022
H10 0.661 -2.585 0.864  0.024
O6 0.597 2.332 2.889  -0.045
H11 0.354 2.849 2.128  -0.028
H12 0.726 3.024 3.522  0.021
O7 -2.558 -0.731 1.174  -0.014
H13 -2.249 -0.258 1.939  0.049
H14 -2.775 -1.601 1.466  0.023
O8 0.029 3.298 0.219  -0.016
H15 0.137 4.224 0.141  0.052
H16 -0.759 3.178 -0.314  0.077
O9 0.019 -0.283 0.153  -0.052
H17 -0.752 -0.676 0.546  0.001
H18 -0.194 0.669 0.216  0.070

## Properties
**Multiplicity**: 1
**SMILES**: O.O.O.O.O.O.O.O.O
**Orbital gap**: 0.3944 Ha
**LUMO level**: -0.00910 Ha
**Total charge**: 0
**Molecular weight**: 162.1 g mol⁻¹
**Relative energy (zero: lowest compared OMol25 entry of this formula, charge and spin)**: 56.89 kcal/mol
**Largest force on an atom**: 1.79 eV/A

***

Asked for total energy across the records above, the calculation gives -288496.7444; -18715.0148; -18718.9157; -18720.0501; -18718.3503; -18716.6826; -18718.4307; -18719.6685 eV in order.